# 1
105
Properties=species:S:1:pos:R:3 method="wB97M-V/def2-TZVPD" multiplicity=1 charge=+1 orbital_gap_ev=8.558 e_tot_ev=-83092.81894
C 0.795 -1.285 0.221
C 1.780 -0.289 -0.630
C 1.182 1.212 -0.908
C 0.470 1.929 0.383
O -0.811 2.547 -0.097
C -1.742 1.395 -0.174
N -2.031 0.595 -1.456
C -2.985 -0.458 -0.938
N -3.438 -1.406 -1.822
Cl -4.496 -2.636 -1.229
N -3.237 -0.223 0.535
N -2.508 0.880 1.031
H 0.494 -2.277 -0.331
H -0.184 -0.778 0.632
H 1.412 -1.612 1.190
H 2.882 -0.270 -0.170
H 1.917 -0.794 -1.703
H 0.492 1.243 -1.882
H 2.120 1.895 -1.190
H 0.302 1.236 1.311
H 1.183 2.809 0.759
H -3.087 -1.362 -2.826
H -3.867 -0.795 1.139
H -2.486 1.282 1.996
O 3.397 -1.617 2.075
H 3.376 -1.163 2.931
H 4.340 -1.772 1.916
O 1.878 0.852 3.725
H 2.017 1.759 3.411
H 0.917 0.736 3.686
O -5.418 2.258 1.316
H -4.578 1.777 1.361
H -5.892 1.832 0.586
O 3.686 1.216 6.165
H 4.526 0.736 6.211
H 3.212 0.790 5.435
O 1.750 2.763 -3.367
H 0.854 2.976 -3.066
H 1.619 2.404 -4.257
O 2.968 3.891 -5.828
H 2.736 3.986 -4.893
H 3.920 4.073 -5.853
O -3.357 -5.403 0.492
H -3.787 -4.613 0.133
H -3.032 -5.870 -0.292
O 0.054 2.975 4.603
H 0.387 2.837 5.502
H 0.183 3.923 4.448
O 1.649 0.076 -5.075
H 0.996 -0.500 -5.500
H 2.479 -0.135 -5.528
O 0.865 5.918 -6.511
H 1.423 5.212 -6.151
H 1.036 5.887 -7.464
O -1.599 -0.794 -4.374
H -1.620 -0.340 -3.519
H -0.656 -0.949 -4.534
O -0.356 7.283 -9.123
H 0.090 7.512 -8.294
H -0.910 6.523 -8.889
O -8.221 1.663 0.957
H -7.526 2.114 1.459
H -8.829 2.375 0.708
O 5.707 -0.267 8.135
H 6.152 -0.038 8.965
H 5.153 -1.027 8.369
O 3.930 -1.838 -2.395
H 3.702 -1.355 -3.204
H 3.980 -2.762 -2.681
O -7.128 -4.985 -0.590
H -6.249 -4.621 -0.771
H -7.411 -5.348 -1.442
O 6.542 -2.622 -1.344
H 7.237 -2.171 -0.842
H 5.933 -1.911 -1.592
O 4.807 4.158 5.886
H 5.252 4.388 6.716
H 4.253 3.398 6.120
O -7.794 -5.473 -3.497
H -8.224 -4.682 -3.856
H -7.470 -5.939 -4.282
O 7.163 -5.387 -2.744
H 7.142 -4.933 -1.888
H 8.106 -5.542 -2.903
O 3.750 6.939 6.812
H 4.040 6.072 6.489
H 3.822 7.514 6.035
O 3.242 3.557 2.575
H 3.937 4.008 3.077
H 2.633 4.269 2.326
O -3.358 1.177 4.075
H -2.663 1.628 4.577
H -3.967 1.889 3.826
O 4.506 -4.088 3.302
H 4.076 -3.298 2.943
H 4.830 -4.555 2.517
O -3.257 -7.169 -1.997
H -3.988 -7.718 -2.319
H -2.744 -7.769 -1.435
O -3.037 -8.079 -4.794
H -3.058 -7.625 -3.939
H -2.094 -8.234 -4.954
O -8.972 1.716 4.291
H -8.414 1.010 4.651
H -8.802 1.686 3.338

# 2
14
Properties=species:S:1:pos:R:3 method="wB97M-V/def2-TZVPD" multiplicity=1 smiles=CCO.OOO charge=0 orbital_gap_ev=10.804 e_tot_ev=-10387.80651
C 0.199 0.816 -0.236
C 1.205 0.915 -1.397
H -0.129 -2.534 1.622
H -2.458 -0.415 1.619
H 0.539 1.463 0.607
H 0.050 -0.183 0.157
H -0.771 1.217 -0.542
H 1.471 1.968 -1.552
H 2.143 0.415 -1.112
H 0.331 -0.380 -2.552
O -0.170 -1.602 1.392
O -0.817 -1.009 2.434
O -2.318 -1.155 2.224
O 0.724 0.483 -2.663

# 3
23
Properties=species:S:1:pos:R:3 method="wB97M-V/def2-TZVPD" multiplicity=1 charge=+1 orbital_gap_ev=8.891 e_tot_ev=-12933.93791
N -1.728 -1.885 -0.693
C -1.497 -0.452 -1.018
C -0.058 -0.402 -1.543
N 0.544 0.819 -1.342
C 0.251 1.886 -0.426
C 0.851 1.603 0.959
N 2.251 1.989 0.911
O 0.496 -1.380 -1.988
H -0.773 -2.329 -0.655
H -2.262 -2.382 -1.400
H -1.992 -2.031 0.288
H -1.690 0.191 -0.154
H -2.129 -0.219 -1.885
H 1.422 0.931 -1.826
H -0.797 1.982 -0.200
H 0.675 2.765 -0.906
H 0.431 2.043 1.870
H 0.721 0.506 1.156
H 2.914 1.465 0.357
H 2.751 2.189 1.765
H -0.437 -2.192 2.933
H 0.442 -2.789 1.826
O -0.388 -2.308 1.971

# 4
110
Properties=species:S:1:pos:R:3 method="wB97M-V/def2-TZVPD" multiplicity=1 charge=+1 orbital_gap_ev=6.828 e_tot_ev=-71609.70833
C 3.175 -0.128 7.397
C 2.405 0.060 6.217
C 1.768 0.386 4.709
C 2.036 1.980 4.359
C 3.598 2.116 3.830
C 3.600 2.466 2.224
C 2.832 3.791 1.551
N 2.822 4.141 0.116
N 3.467 3.306 -0.757
C 3.314 3.798 -2.216
C 1.771 4.110 -2.653
C 1.082 2.923 -3.600
C 0.104 1.971 -2.635
C -1.408 1.781 -3.257
C -2.610 1.797 -2.136
C -3.404 0.332 -2.006
C -2.542 -0.763 -1.140
C -3.327 -2.200 -0.991
C -4.553 -2.158 0.146
C -3.843 -1.917 1.630
C 4.264 2.053 -0.503
C 5.064 1.113 -1.572
C 4.349 -0.378 -1.825
P 5.839 -1.547 -2.280
O 5.199 -2.932 -2.691
O 6.705 -0.727 -3.550
C 6.990 -1.604 -4.695
C 5.876 -1.287 -5.856
O 6.922 -1.626 -0.903
C 7.242 -3.014 -0.537
C 7.871 -2.942 1.011
C 4.374 1.521 1.082
P 5.308 -0.078 1.549
N 6.403 0.175 2.962
O 4.023 -1.229 1.969
H 3.790 -0.432 8.350
H 2.283 -0.343 3.916
H 0.602 0.133 4.724
H 1.351 2.275 3.446
H 1.854 2.654 5.318
H 4.253 1.192 4.129
H 4.068 3.062 4.376
H 2.287 4.516 2.325
H 3.911 4.815 -2.278
H 3.760 3.070 -3.003
H 1.016 4.298 -1.784
H 1.767 5.105 -3.312
H 1.968 2.311 -4.068
H 0.412 3.485 -4.387
H 0.085 2.345 -1.510
H 0.613 0.905 -2.646
H -1.407 0.804 -3.924
H -1.588 2.692 -3.985
H -3.422 2.564 -2.508
H -2.261 2.165 -1.062
H -3.690 -0.092 -3.081
H -4.441 0.590 -1.489
H -2.299 -0.308 -0.080
H -1.545 -0.982 -1.740
H -2.601 -3.053 -0.646
H -3.859 -2.418 -2.022
H -5.322 -1.284 -0.070
H -5.146 -3.173 0.136
H -4.047 -0.778 1.910
H -4.303 -2.609 2.470
H -2.693 -2.112 1.474
H 5.326 1.614 -2.596
H 6.113 0.848 -1.066
H 3.561 -0.365 -2.689
H 3.784 -0.742 -0.850
H 8.038 -1.240 -5.136
H 7.132 -2.736 -4.434
H 5.994 -0.137 -6.152
H 6.028 -1.984 -6.813
H 4.772 -1.397 -5.463
H 8.133 -3.458 -1.194
H 6.318 -3.731 -0.463
H 8.358 -1.885 1.230
H 6.971 -3.058 1.775
H 8.675 -3.774 1.211
H 7.248 -0.424 2.718
H 5.924 -0.349 3.748
H 4.030 -1.925 1.220
C -4.228 -6.418 0.228
C -4.494 -6.677 -1.241
O -4.732 -5.449 -1.913
H -5.079 -5.907 0.689
H -4.047 -7.355 0.762
H -3.358 -5.766 0.355
H -5.377 -7.311 -1.364
H -3.642 -7.176 -1.712
H -3.939 -4.897 -1.805
C -8.112 -1.162 2.444
C -7.412 0.012 3.098
O -6.611 0.692 2.144
H -7.381 -1.857 2.018
H -8.730 -1.700 3.168
H -8.748 -0.824 1.620
H -6.761 -0.333 3.907
H -8.137 0.717 3.516
H -7.200 1.001 1.434
C -9.386 4.379 2.303
C -8.320 4.317 1.229
O -8.763 3.503 0.153
H -9.616 3.375 2.675
H -9.058 4.999 3.142
H -10.317 4.792 1.902
H -7.398 3.884 1.628
H -8.093 5.316 0.844
H -9.577 3.901 -0.200

# 5
18
Properties=species:S:1:pos:R:3 method="wB97M-V/def2-TZVPD" multiplicity=1 smiles="C=C1CC[C@@H]2O[C@@]12C" charge=0 orbital_gap_ev=9.895 e_tot_ev=-9463.20111
C 0.349 1.869 -0.307
C -0.087 0.542 -0.882
C 0.909 -0.482 -1.043
C 1.445 -0.679 0.400
C 0.050 -0.905 1.026
C -0.994 -0.208 0.115
C -2.207 -0.661 -0.011
H -0.294 2.655 -0.792
H 0.099 1.963 0.771
H 1.442 2.168 -0.526
H 0.533 -1.437 -1.288
H 1.847 0.283 0.892
H 2.180 -1.423 0.482
H -0.148 -1.997 1.171
H 0.008 -0.531 2.059
H -2.558 -1.327 0.752
H -3.000 -0.204 -0.666
O 0.428 0.373 -2.151

# 6
37
Properties=species:S:1:pos:R:3 method="wB97M-V/def2-TZVPD" multiplicity=5 charge=0 orbital_gap_ev="7.788 / 4.209" e_tot_ev=-122775.34498
Rh 1.351 0.256 -1.086
F -1.043 -6.263 -1.002
C -0.234 -5.215 -0.893
C -0.559 -4.020 -1.510
F -1.692 -3.919 -2.206
C 0.290 -2.940 -1.389
F -0.071 -1.781 -1.968
C 1.484 -2.998 -0.670
S 2.592 -1.659 -0.535
C 1.774 -4.214 -0.051
F 2.890 -4.335 0.664
C 0.935 -5.308 -0.155
F 1.238 -6.451 0.452
Br 2.849 2.086 -0.012
C 1.612 2.424 1.437
C 1.925 3.406 2.328
C 1.043 3.666 3.393
C -0.103 2.936 3.530
C -0.429 1.911 2.611
C -1.606 1.141 2.749
C -1.913 0.161 1.849
C -1.056 -0.095 0.758
C 0.101 0.624 0.586
C 0.443 1.639 1.518
H 2.837 3.978 2.219
H 1.286 4.448 4.099
H -0.784 3.130 4.349
H -2.262 1.342 3.587
H -2.816 -0.426 1.964
H -1.330 -0.872 0.053
N 0.667 1.194 -2.711
C -0.213 1.780 -3.209
C -1.235 2.473 -3.802
C -1.474 2.343 -5.192
N -1.678 2.240 -6.321
C -2.069 3.317 -3.029
N -2.750 4.002 -2.403

# 7
20
Properties=species:S:1:pos:R:3 method="wB97M-V/def2-TZVPD" multiplicity=1 charge=+1 orbital_gap_ev=9.696 e_tot_ev=-14977.67037
C -1.117 -1.470 0.769
C -1.463 0.988 -0.223
C 1.862 0.947 -0.927
C -0.686 0.087 0.670
C 1.252 -0.221 -0.203
N 1.108 -1.380 -1.117
I 3.672 0.547 -2.108
H -2.116 -1.638 1.183
H -1.134 -2.068 -0.107
H -0.444 -1.879 1.603
H -1.446 0.732 -1.311
H -2.539 0.917 0.176
H -1.119 2.071 -0.113
H 1.093 1.329 -1.657
H 2.164 1.881 -0.317
H -0.433 0.407 1.714
H 1.710 -0.632 0.721
H 0.464 -1.106 -1.904
H 0.713 -2.124 -0.633
H 2.102 -1.507 -1.447

# 8
17
Properties=species:S:1:pos:R:3 method="wB97M-V/def2-TZVPD" multiplicity=1 charge=0 orbital_gap_ev=10.424 e_tot_ev=-8430.76483
O 0.897 -1.368 0.814
C -0.175 -1.244 0.258
C -1.437 -1.832 0.805
C 0.719 1.601 0.830
C 1.172 1.277 -0.599
C 0.196 0.493 -1.445
C -0.365 -0.666 -1.103
H 0.524 0.711 1.415
H -1.495 -2.742 0.217
H -1.346 -2.040 1.870
H -2.319 -1.215 0.587
H 1.526 2.140 1.332
H -0.179 2.226 0.840
H 1.374 2.204 -1.135
H 2.093 0.689 -0.536
H -0.079 0.915 -2.410
H -1.108 -1.148 -1.742

# 9
13
Properties=species:S:1:pos:R:3 method="wB97M-V/def2-TZVPD" multiplicity=6 charge=+3 orbital_gap_ev="5.491 / 2.545" e_tot_ev=-49640.81959
O -4.432 -0.080 -0.254
C -5.571 -0.144 -0.044
O -6.707 -0.212 0.174
O 3.215 -0.480 -0.142
C 3.239 0.808 -0.074
C 1.864 -1.007 -0.336
O 1.986 1.260 -0.251
C 0.997 0.202 -0.097
Li 1.957 2.048 1.885
H 1.693 -1.810 0.388
H 1.799 -1.379 -1.364
F 0.687 0.267 1.305
Fe -0.726 0.529 -1.191

# 10
62
Properties=species:S:1:pos:R:3 method="wB97M-V/def2-TZVPD" multiplicity=7 charge=+1 orbital_gap_ev="5.801 / 5.682" e_tot_ev=-69964.47014
C -1.667 2.882 -3.637
C -1.277 1.750 -2.941
C 0.108 1.533 -2.717
C 1.057 2.396 -3.219
C 0.642 3.517 -3.954
C -0.716 3.771 -4.153
C 2.508 2.110 -2.912
C 2.765 0.628 -2.956
C 1.777 -0.206 -2.462
C 1.939 -1.614 -2.415
C 3.149 -2.150 -2.831
C 4.164 -1.328 -3.327
C 3.970 0.052 -3.403
H -2.733 3.065 -3.800
H 1.394 4.198 -4.364
H -1.043 4.654 -4.713
H 3.181 2.660 -3.579
H 3.286 -3.234 -2.792
H 5.107 -1.773 -3.664
H 4.756 0.700 -3.801
N 0.576 0.394 -2.116
Tb 0.164 0.251 -0.106
C -2.316 0.753 -2.429
H -2.084 -0.265 -2.785
H -3.319 1.031 -2.757
C 0.774 -2.508 -1.989
H -0.105 -2.285 -2.616
H 1.035 -3.555 -2.082
P -2.362 0.692 -0.580
P 0.183 -2.417 -0.257
C 1.394 -3.059 0.826
H 1.053 -2.995 1.873
H 1.499 -4.099 0.528
H 2.359 -2.536 0.750
C -1.320 -3.251 -0.128
H -1.055 -4.300 -0.219
H -1.806 -3.069 0.843
H -2.021 -2.968 -0.924
C -2.718 2.364 -0.067
H -3.594 2.714 -0.618
H -2.932 2.374 1.013
H -1.877 3.049 -0.256
C -3.698 -0.330 -0.086
H -3.672 -0.492 1.003
H -4.625 0.181 -0.355
H -3.661 -1.312 -0.575
C -0.376 -0.165 1.933
O -0.593 -0.273 3.145
H 2.722 2.468 -1.880
C 4.418 0.380 1.816
C 2.883 0.493 1.700
C 2.382 1.744 2.423
C 2.468 0.462 0.266
H 4.886 1.248 1.344
H 4.775 -0.523 1.327
H 4.709 0.347 2.865
H 2.446 -0.411 2.185
H 2.828 2.635 1.969
H 1.294 1.833 2.363
H 2.666 1.700 3.477
H 2.905 1.345 -0.286
H 2.908 -0.423 -0.188

# 11
20
Properties=species:S:1:pos:R:3 method="wB97M-V/def2-TZVPD" multiplicity=1 smiles="O=C1CCc2cc(O)ccc2O1" charge=0 orbital_gap_ev=9.148 e_tot_ev=-15601.06153
C 1.528 -1.415 -1.362
C 0.787 -2.290 -0.514
C 0.062 -1.926 0.538
C -0.148 -0.545 0.470
C -1.515 1.341 1.550
C -0.384 2.260 1.098
C -0.289 1.770 -0.357
C 0.112 0.297 -0.598
C 1.096 -0.086 -1.485
H 2.321 -2.497 -2.720
H 0.912 -3.479 -0.750
H -0.227 -2.771 1.095
H -0.306 3.437 1.258
H 0.606 2.148 1.660
H 0.384 2.425 -0.785
H -1.095 1.819 -1.050
H 1.708 0.428 -2.109
O 2.427 -1.534 -2.425
O -1.220 -0.005 1.322
O -2.681 1.796 2.024